An isolated molecule of C4H6N2O at a distorted geometry. Source: the OMol25 dataset; level of theory: ωB97M-V/def2-TZVPD.

Values from the calculation:
SMILES: Nc1[nH]ccc1O
E_LUMO (eV): 0.88
F_max (hartree/bohr): 0.0453
Gap between HOMO and LUMO (eV): 8.84
Energy relative to the best compared isomer or geometry (same formula, charge and spin) (eV): 3.0594
Total charge: 0

CARTESIAN COORDINATES (ANGSTROEM)
N  -1.416  1.484  -0.270
C  -0.456  0.463  -0.219
N  -0.290  -0.439  -1.262
C  0.637  -1.360  -0.953
C  1.106  -1.121  0.359
C  0.459  0.105  0.720
O  0.653  0.697  1.926
H  -0.953  2.342  -0.550
H  -1.775  1.636  0.669
H  -0.886  -0.439  -2.075
H  0.959  -2.077  -1.704
H  0.470  -1.623  1.108
H  1.492  0.334  2.251

Löwdin population analysis, charges in e, atoms 1 to 2: N 0.0907; C -0.3249